No. 1
{
  "formula": "C19H33BrFIN2O10PS2",
  "method": "wB97M-V/def2-TZVPD",
  "max_force_ha_per_bohr": 0.0557,
  "molar_mass_g_mol": 770.39,
  "total_charge": 1,
  "elements": ["C", "C", "F", "C", "N", "C", "S", "C", "Br", "P", "O", "I", "C", "N", "C", "S", "H", "H", "H", "H", "H", "H", "H", "H", "H", "C", "C", "O", "C", "O", "O", "C", "H", "H", "H", "H", "H", "H", "H", "H", "C", "C", "O", "C", "O", "O", "C", "H", "H", "H", "H", "H", "H", "H", "H", "C", "C", "O", "C", "O", "O", "C", "H", "H", "H", "H", "H", "H", "H", "H"],
  "coordinates": [[-3.2609, 3.3569, 3.2732], [-2.7677, 2.1906, 2.4247], [-2.2055, 1.2588, 3.2560], [-1.7385, 2.6503, 1.3506], [-0.4480, 1.9589, 1.4460], [0.5307, 2.5192, 2.0822], [1.9823, 1.5448, 2.1527], [1.0273, -0.0243, 1.7907], [2.1923, -1.0904, 0.6647], [0.5132, -0.8520, 3.4310], [-1.0881, -1.2071, 3.2057], [0.3318, 0.9057, 5.1464], [-0.0024, 0.6850, 0.8478], [-0.9198, -0.1237, 0.0599], [-1.9948, -0.4898, 0.5366], [-3.4308, -0.9138, 0.9871], [-3.8841, 2.9611, 4.0756], [-2.4193, 3.8652, 3.7493], [-3.8803, 4.0418, 2.6952], [-3.6359, 1.7817, 1.9074], [-2.1840, 2.5393, 0.3643], [-1.5432, 3.7067, 1.5250], [0.4574, 3.4919, 2.5487], [-1.1152, -2.1137, 2.8647], [0.6818, 1.0552, 0.0666], [5.7498, -2.7252, 0.4905], [4.5589, -3.5000, -0.0336], [4.8524, -4.1664, -1.2618], [5.5733, -5.2873, -1.1380], [5.9539, -5.7664, -0.1035], [5.7808, -5.7775, -2.3558], [6.6037, -6.9492, -2.3864], [6.1229, -2.0386, -0.2713], [5.4713, -2.1518, 1.3763], [6.5642, -3.3949, 0.7598], [3.7413, -2.8145, -0.2675], [4.1895, -4.2140, 0.7036], [6.2130, -7.7186, -1.7247], [7.6256, -6.6971, -2.1088], [6.5884, -7.3128, -3.4094], [-9.9125, -3.6772, -0.2682], [-9.7087, -3.5483, -1.7625], [-8.9168, -2.3951, -2.0958], [-7.6108, -2.5181, -1.8921], [-7.0359, -3.4920, -1.4818], [-7.0284, -1.3616, -2.2315], [-5.6238, -1.3382, -2.0013], [-10.3371, -2.7584, 0.1388], [-10.5894, -4.5029, -0.0501], [-8.9697, -3.8629, 0.2446], [-10.6644, -3.3954, -2.2592], [-9.2550, -4.4440, -2.1860], [-5.1286, -2.1760, -2.4883], [-5.4190, -1.3514, -0.9314], [-5.2468, -0.4096, -2.4233], [3.8503, 2.9541, -1.7544], [4.4808, 3.5538, -0.5139], [5.2206, 4.7384, -0.8119], [4.4761, 5.8290, -1.0090], [3.2751, 5.8870, -0.9187], [5.2892, 6.8361, -1.3024], [4.6256, 8.0674, -1.6083], [4.6078, 2.7762, -2.5176], [3.3661, 2.0051, -1.5137], [3.1039, 3.6231, -2.1807], [5.1987, 2.8542, -0.0884], [3.7332, 3.7683, 0.2527], [3.9415, 8.3514, -0.8120], [4.0906, 7.9806, -2.5524], [5.4001, 8.8224, -1.7027]],
  "forces_ev_per_a": [[0.2, -0.4, 0.2], [-0.7, 1.1, -0.1], [0.1, -0.3, -0.1], [-0.6, -0.2, 0.2], [-0.1, 0.6, 1.1], [0.9, -1.5, -0.1], [-0.4, 0.6, 0.2], [-0.7, 2.3, -0.3], [-0.5, -0.1, 0.7], [0.1, -1.0, 0.6], [0.9, 0.3, -0.4], [-0.1, -0.2, -0.3], [1.0, -0.8, -2.5], [-0.7, 0.3, 2.1], [-0.8, 0.0, -0.3], [1.0, 0.0, -0.3], [0.0, 0.0, -0.1], [-0.1, 0.2, -0.1], [0.2, 0.1, -0.1], [0.2, -0.5, 0.1], [0.3, -0.1, -0.1], [0.2, 0.0, -0.2], [0.0, 0.1, -0.2], [-0.3, -0.1, 0.2], [-0.1, 0.0, 0.0], [0.1, 0.0, -0.1], [0.0, 0.2, 0.3], [-0.1, 0.1, -0.1], [0.0, -0.1, -0.1], [0.0, 0.0, 0.1], [0.0, 0.0, 0.0], [0.1, -0.2, -0.1], [-0.1, 0.0, 0.0], [0.0, 0.0, 0.0], [-0.1, -0.1, 0.1], [0.1, -0.2, -0.3], [0.1, -0.1, 0.0], [0.0, 0.1, 0.1], [0.0, 0.0, 0.1], [-0.1, 0.1, 0.0], [0.2, 0.1, 0.1], [-0.3, -0.3, 0.1], [0.1, 0.1, -0.1], [-0.2, 0.0, -0.1], [0.1, 0.0, 0.1], [0.1, 0.0, 0.0], [0.2, 0.1, -0.1], [-0.1, 0.0, 0.0], [0.0, 0.0, 0.0], [0.0, -0.1, -0.1], [0.1, 0.2, -0.1], [0.1, 0.1, 0.0], [0.0, -0.1, 0.1], [0.0, -0.1, 0.0], [-0.2, 0.0, 0.0], [-0.1, 0.1, -0.1], [-0.1, -0.4, 0.0], [0.0, 0.0, 0.0], [0.2, 0.1, 0.0], [-0.1, 0.0, 0.0], [-0.1, -0.1, 0.0], [0.0, 0.3, -0.1], [0.0, -0.1, 0.1], [0.1, 0.0, 0.0], [0.0, 0.0, 0.1], [0.2, 0.1, 0.0], [0.0, 0.1, -0.1], [0.0, -0.1, 0.0], [-0.1, 0.0, 0.1], [0.1, -0.1, 0.0]],
  "mulliken_charge": [-1.607, 0.725, -0.196, -1.253, 0.573, -0.109, 0.088, 0.333, 0.128, 0.029, -0.407, -0.034, -1.023, -0.432, 0.693, -0.276, 0.390, 0.402, 0.404, 0.251, 0.312, 0.604, 0.318, 0.376, 0.864, -1.151, 0.145, -0.412, 0.739, -0.545, -0.350, -0.640, 0.321, 0.342, 0.385, -0.131, 0.340, 0.301, 0.298, 0.228, -1.080, -0.180, -0.366, 0.774, -0.559, -0.366, -0.542, 0.291, 0.354, 0.306, 0.290, 0.312, 0.328, 0.150, 0.255, -1.081, -0.046, -0.366, 0.763, -0.574, -0.340, -0.631, 0.342, 0.272, 0.312, 0.306, 0.233, 0.295, 0.298, 0.227]
}

=====

No. 2
{
  "formula": "C30H48O24",
  "method": "wB97M-V/def2-TZVPD",
  "smiles": "C[C@H]1COC(=O)O1.C[C@H]1COC(=O)O1.C[C@H]1COC(=O)O1.C[C@H]1COC(=O)O1.C[C@H]1COC(=O)O1.C[C@H]1COC(=O)O1.COC(=O)OC.COC(=O)OC",
  "max_force_ha_per_bohr": 0.0497,
  "molar_mass_g_mol": 792.69,
  "e_above_lowest_kj_mol": 42.4,
  "total_charge": 0,
  "elements": ["C", "C", "C", "O", "C", "O", "O", "H", "H", "H", "H", "H", "H", "C", "C", "C", "O", "C", "O", "O", "H", "H", "H", "H", "H", "H", "C", "C", "C", "O", "C", "O", "O", "H", "H", "H", "H", "H", "H", "C", "C", "C", "O", "C", "O", "O", "H", "H", "H", "H", "H", "H", "C", "C", "C", "O", "C", "O", "O", "H", "H", "H", "H", "H", "H", "C", "C", "C", "O", "C", "O", "O", "H", "H", "H", "H", "H", "H", "C", "O", "C", "O", "O", "C", "H", "H", "H", "H", "H", "H", "C", "O", "C", "O", "O", "C", "H", "H", "H", "H", "H", "H"],
  "coordinates": [[8.5575, -1.5574, -19.9451], [7.5484, -1.9933, -18.8891], [8.0826, -2.5774, -17.5824], [8.2057, -1.4599, -16.7248], [7.3832, -0.4972, -17.1646], [7.1702, 0.5542, -16.6298], [6.9216, -0.8056, -18.3821], [9.0263, -2.4501, -20.3691], [9.3477, -0.9587, -19.4934], [8.0427, -1.0570, -20.7606], [6.7200, -2.5652, -19.3091], [8.9779, -3.1985, -17.7019], [7.4701, -3.3390, -17.0841], [8.8124, 11.2493, -9.5994], [7.9098, 10.0764, -9.2483], [6.5149, 10.5521, -8.9026], [5.6151, 9.7818, -9.7353], [6.3372, 9.0094, -10.5238], [5.9622, 8.2103, -11.3228], [7.6801, 9.2377, -10.3882], [9.7989, 10.8987, -9.9001], [8.8472, 11.9124, -8.7350], [8.4165, 11.8146, -10.4436], [8.2442, 9.5132, -8.3765], [6.2885, 11.6058, -9.0524], [6.2827, 10.2971, -7.8685], [1.9376, 3.2128, -10.2070], [2.7705, 2.4567, -11.2390], [2.2204, 1.0509, -11.5547], [1.9287, 1.0609, -12.9591], [2.1425, 2.2890, -13.4420], [1.9996, 2.5457, -14.6026], [2.5698, 3.1289, -12.5035], [0.8770, 3.1466, -10.4520], [2.2011, 4.2507, -10.0289], [2.0554, 2.6550, -9.2719], [3.8427, 2.4318, -11.0490], [1.4363, 0.7625, -10.8603], [3.1046, 0.4227, -11.4373], [11.3310, 1.9431, -14.1449], [10.4214, 0.8776, -14.7044], [11.0216, -0.4659, -15.2390], [10.7765, -1.3586, -14.1509], [9.6636, -0.9294, -13.5549], [8.9127, -1.5736, -12.8854], [9.4857, 0.3919, -13.7611], [10.8123, 2.8957, -14.0506], [12.2712, 2.1023, -14.6706], [11.5927, 1.6237, -13.1281], [9.9404, 1.3185, -15.5843], [12.0862, -0.3017, -15.4177], [10.6291, -0.7893, -16.1998], [5.6004, -1.1658, -12.0680], [4.6819, -1.2114, -13.2744], [5.1744, -0.3069, -14.4409], [4.8915, -1.1375, -15.5649], [4.9406, -2.4122, -15.2452], [4.9942, -3.3684, -15.9669], [4.9370, -2.5071, -13.8892], [5.4827, -0.2811, -11.4454], [6.6071, -1.2430, -12.4834], [5.5247, -2.1021, -11.5132], [3.6148, -1.1179, -13.0677], [6.2589, -0.2171, -14.4769], [4.5545, 0.5723, -14.6024], [6.7198, 8.0664, -14.5331], [8.2095, 7.6956, -14.3134], [8.5387, 7.1776, -12.8972], [8.9700, 5.8373, -13.1518], [8.9962, 5.5389, -14.4510], [9.2021, 4.4705, -14.9337], [8.5360, 6.5932, -15.1602], [6.7010, 8.3616, -15.5805], [6.5600, 8.9164, -13.8755], [6.1475, 7.1675, -14.3288], [8.9230, 8.5040, -14.4872], [7.6246, 7.0904, -12.3158], [9.3375, 7.7192, -12.3955], [8.9082, 5.7878, -9.1347], [9.7110, 4.9273, -9.9708], [10.5545, 4.0568, -9.4074], [10.2615, 3.4399, -8.4302], [11.6870, 3.8992, -10.0889], [12.1317, 4.9922, -10.8907], [7.9498, 5.2959, -8.9674], [8.8491, 6.6627, -9.7737], [9.3250, 5.9167, -8.1369], [11.3399, 5.2060, -11.6128], [12.9811, 4.6605, -11.4829], [12.3997, 5.8569, -10.2863], [7.4289, 2.3531, -13.2862], [6.5605, 3.4750, -13.0713], [6.2614, 3.7486, -11.8192], [6.4159, 3.0395, -10.8638], [5.7924, 4.9993, -11.7768], [5.0373, 5.4257, -10.6617], [7.6220, 2.3757, -14.3539], [6.8435, 1.4668, -13.0321], [8.3379, 2.3270, -12.6927], [4.4733, 6.3020, -10.9656], [5.6717, 5.6396, -9.8029], [4.2658, 4.7191, -10.3532]],
  "forces_ev_per_a": [[0.0, -1.1, 0.3], [-0.5, 0.4, 0.2], [0.1, -2.1, -0.2], [0.5, -0.1, 0.6], [0.0, 1.3, -0.8], [0.2, -0.7, 0.3], [-0.5, 0.4, 0.0], [0.0, 0.0, 0.0], [-0.1, 0.2, -0.1], [0.1, 0.3, 0.1], [0.3, -0.3, 0.0], [0.6, 1.1, 0.0], [-0.8, 0.6, -0.3], [0.0, -0.5, -0.1], [-0.3, 1.0, -0.4], [-1.3, -0.1, 0.7], [0.2, 0.3, 0.5], [1.2, -0.6, -1.1], [-0.8, 0.2, 0.2], [0.0, 0.1, 0.8], [0.1, 0.1, 0.3], [0.3, 0.0, 0.0], [-0.2, -0.1, 0.0], [0.6, -0.3, -0.4], [0.2, 0.0, -0.2], [-0.2, 0.1, 0.0], [0.2, -1.1, 0.5], [-1.4, 1.0, -0.6], [2.1, 0.1, 0.2], [-0.6, -0.5, 1.4], [0.1, 0.2, -1.7], [0.0, 0.2, 0.6], [0.4, 0.4, 0.1], [0.0, 0.1, -0.2], [0.2, 0.0, -0.2], [0.0, 0.2, 0.2], [-0.1, 0.1, 0.2], [-0.5, -0.2, -0.6], [-0.5, -0.7, 0.2], [0.3, -0.4, 1.5], [0.3, -0.3, -2.4], [1.4, 1.7, 0.6], [0.2, -0.5, -1.0], [-0.9, 0.3, 0.9], [0.5, -0.1, -0.2], [-0.4, 0.3, -0.1], [-0.1, -0.1, -0.2], [-0.2, -0.2, -0.4], [0.2, 0.2, 0.0], [-0.7, 0.0, 0.4], [0.1, -0.5, 0.4], [-0.7, -0.3, 0.3], [0.2, -0.6, -0.6], [1.5, -0.1, -0.7], [-1.1, -0.9, 0.3], [-0.3, 0.3, -1.9], [0.0, -0.9, 1.4], [0.0, 0.7, -0.1], [-0.5, -0.4, 0.2], [0.0, 0.0, 0.1], [0.1, 0.5, 0.3], [-0.5, 0.3, 0.4], [0.0, 0.0, -0.1], [-0.1, 0.7, 0.5], [0.6, 0.4, 0.2], [2.6, 0.0, -0.2], [-0.2, 0.1, 0.7], [-0.7, -0.8, -0.7], [0.9, -0.7, 0.7], [-1.7, 0.4, -0.3], [0.7, -0.1, 0.2], [0.5, 0.1, -0.3], [-0.7, 0.0, 0.0], [-0.7, -0.1, 0.0], [-0.4, 0.2, 0.1], [-0.4, 0.2, -0.6], [0.2, 0.2, 0.3], [-0.1, 0.0, 0.1], [-0.1, -1.3, -0.4], [0.6, 0.9, -0.4], [-1.0, -0.1, 0.2], [0.5, -0.4, 0.6], [0.4, -0.2, 0.3], [-0.6, -0.2, -1.0], [-0.2, 0.2, -0.3], [-0.4, 0.4, 0.6], [0.4, 0.3, -0.2], [0.1, 0.5, 0.1], [0.2, -0.2, 0.4], [-0.1, 0.0, 0.0], [-0.9, -0.8, -0.3], [0.6, 0.5, 0.0], [0.2, 0.5, 0.1], [-0.2, -0.5, 0.4], [-0.4, 0.3, -0.6], [-0.6, -0.1, 0.5], [0.2, -0.1, 0.1], [0.3, -0.1, -0.1], [-0.1, 0.5, 0.1], [0.4, 0.2, -0.1], [0.1, 0.1, 0.0], [0.4, -0.4, -0.1]],
  "mulliken_charge": [-1.353, 0.263, -0.513, -0.182, 0.500, -0.475, -0.372, 0.366, 0.304, 0.365, 0.407, 0.374, 0.262, -1.540, 0.609, -0.626, -0.405, 0.494, -0.346, -0.182, 0.371, 0.421, 0.370, 0.219, 0.314, 0.303, -1.737, 0.932, 0.116, -0.372, 0.670, -0.580, -0.318, 0.433, 0.365, 0.377, -0.013, 0.350, -0.101, -1.215, 0.789, -0.296, -0.393, 0.368, -0.594, 0.165, -0.072, 0.399, 0.385, 0.100, 0.400, 0.010, -1.102, 0.532, 0.545, -0.405, 0.551, -0.611, -0.444, 0.213, 0.122, 0.416, 0.338, -0.292, 0.190, -1.231, 0.129, 0.695, -0.164, 0.396, -0.456, -0.414, 0.441, 0.280, 0.289, 0.387, -0.451, 0.176, -0.583, -0.107, 0.637, -0.578, -0.372, -0.185, 0.164, 0.142, 0.441, -0.122, 0.277, 0.284, -0.697, -0.402, 0.702, -0.596, -0.091, -0.466, 0.352, 0.097, 0.401, 0.296, 0.201, -0.038]
}

=====

| no. | LUMO energy (eV) | HOMO level (eV) |
| --- | --- | --- |
| 1 | -4.6 | -12.28 |
| 2 | 0.0 | -10.40 |